{"formula": "C26H25Cl52F2INOP2", "method": "the ωB97M-V functional and the def2-TZVPD basis", "total_energy_ev": -714178.9511, "homo_ev": -4.2, "orbital_gap_ev": 5.312, "charge": -1, "e_lumo_ev": 1.092, "elements": ["I", "Cl", "Cl", "Cl", "Cl", "Cl", "Cl", "Cl", "Cl", "Cl", "Cl", "Cl", "Cl", "Cl", "Cl", "Cl", "Cl", "Cl", "Cl", "Cl", "Cl", "Cl", "Cl", "Cl", "Cl", "Cl", "Cl", "Cl", "Cl", "Cl", "Cl", "Cl", "Cl", "Cl", "Cl", "Cl", "Cl", "Cl", "Cl", "Cl", "Cl", "Cl", "Cl", "Cl", "Cl", "Cl", "Cl", "Cl", "Cl", "Cl", "Cl", "Cl", "Cl", "P", "P", "F", "F", "O", "N", "C", "C", "C", "C", "C", "C", "C", "C", "C", "C", "C", "C", "C", "C", "C", "C", "C", "C", "C", "C", "C", "C", "C", "C", "C", "C", "H", "H", "H", "H", "H", "H", "H", "H", "H", "H", "H", "H", "H", "H", "H", "H", "H", "H", "H", "H", "H", "H", "H", "H", "H"], "coordinates": [[-1.4250, 1.7700, -1.4054], [-8.7255, 10.7264, 5.3133], [8.5823, 3.1416, -8.1215], [2.0232, 6.2724, 8.1833], [-5.3369, -1.9046, -1.9018], [0.4136, -5.8284, -4.8798], [-1.9985, -4.7262, -6.0118], [4.2651, 0.3816, -1.8487], [0.2589, 5.4792, 1.5074], [4.2237, 2.8058, -3.4160], [4.0769, 6.0638, 6.1728], [3.2324, 3.7190, 7.6125], [-7.1276, 1.0752, 3.8980], [-3.9188, -6.9739, 4.3283], [11.9409, 2.8482, -9.2669], [6.0954, -1.2101, -10.8761], [-5.9856, 11.5787, 5.6077], [-2.2081, -5.6822, 6.2531], [-8.4779, 2.0006, -1.5950], [-0.6011, -3.2992, -3.9329], [-0.5249, 3.4288, 3.3779], [7.2016, 5.3383, -6.8562], [1.7455, 3.0087, 1.6785], [7.1729, -3.1712, -12.6979], [-3.6950, 4.2042, 6.2381], [5.7122, 3.0697, -7.8337], [-8.1165, -2.1767, -2.6623], [-6.8149, 9.0127, 6.6268], [4.7560, 5.7668, 8.9605], [7.8935, -3.2432, -9.9051], [-4.5949, -7.0491, 7.1337], [1.8859, 4.9286, 3.8351], [11.0854, 1.7394, -11.7853], [6.7455, 1.5940, -2.6858], [-5.3985, 3.9364, 3.9372], [-6.5338, -4.5224, -2.1205], [-6.9432, 3.8437, -3.2053], [-5.6020, 2.0584, -1.3880], [-6.0318, -2.9592, -4.4910], [7.3932, 2.7915, -5.5144], [-4.8323, 0.4426, 2.2668], [-7.0531, -1.3900, 2.3968], [-4.7974, -4.5758, 5.6570], [0.5508, -3.4954, -6.5685], [-3.0543, 5.5533, 3.7833], [-5.3395, -1.0440, 4.6916], [10.7466, 0.2331, -9.3494], [13.3873, 0.6395, -10.4388], [-6.6461, 9.4538, 3.7764], [8.8858, -1.1255, -11.5847], [-6.8642, 1.0353, -3.7901], [5.0117, 0.3091, -4.6424], [-5.3004, 6.4508, 5.3862], [0.5895, -3.2137, 0.8744], [-0.2796, -1.1301, 1.3296], [1.2153, 0.5327, 3.0346], [-1.2494, -1.3551, -0.1123], [-3.3983, 0.9136, 0.5383], [-2.9159, -2.3237, 1.7454], [1.3868, -2.8887, 4.3047], [-6.4960, -2.8834, -2.7841], [-0.8414, -4.2971, 0.4383], [3.5217, 5.4533, 7.7328], [-6.0844, -0.2304, 3.3080], [-3.7128, -3.1161, 2.6877], [1.6347, -4.6043, -1.3574], [11.7923, 1.3626, -10.2081], [-6.9622, 2.2229, -2.4844], [-1.2702, 0.5529, 1.5538], [3.5942, -0.4344, 0.7719], [-4.3695, 5.0499, 4.8373], [2.4297, -0.3601, 0.5042], [-2.1990, 0.9361, 0.4608], [7.2236, 3.5838, -7.0774], [5.0549, 1.2707, -3.1546], [0.7336, -0.8143, 2.9400], [-3.8804, -6.0687, 5.8436], [1.8545, -1.7276, 3.4256], [1.0218, -0.2510, 0.1842], [-0.4088, -4.3337, -5.3405], [7.5114, -2.1867, -11.2684], [0.8463, 4.2059, 2.5946], [1.4999, -3.1885, -0.7354], [-7.0412, 10.1907, 5.3265], [-1.6398, -1.9737, 2.4118], [0.9002, -2.5154, 5.2085], [0.7967, -4.7479, -2.0306], [0.7193, -3.5704, 3.7777], [-3.8635, -2.5677, 3.6352], [-0.6182, 1.4029, 1.7402], [2.5855, -4.6418, -1.8920], [-1.3963, -3.9092, -0.4198], [1.6386, -5.3757, -0.5851], [0.8222, 0.8214, 0.1166], [-3.2171, -4.0509, 2.9511], [-3.4152, -1.4374, 1.7174], [-1.5123, -4.4235, 1.2843], [4.6404, -0.4163, 1.0019], [0.0026, -0.8635, 3.7574], [-1.9100, -1.3422, 3.2727], [-4.7113, -3.2896, 2.2819], [-1.9251, 0.4924, 2.4262], [2.4274, -1.0882, 4.1135], [0.8275, -0.6087, -0.8280], [-0.4725, -5.2887, 0.1707], [2.5129, -2.8540, -0.5137], [1.0467, -2.5483, -1.4957], [2.5793, -2.0340, 2.6777], [-1.2144, -2.8827, 2.8531], [2.2564, -3.4787, 4.6064]]}

***

{"formula": "C26H25ClN2O5W", "method": "the ωB97M-V functional and the def2-TZVPD basis", "total_energy_ev": -54919.6963, "homo_ev": -14.7, "orbital_gap_ev": 6.169, "charge": 2, "e_lumo_ev": -8.542, "elements": ["W", "Cl", "O", "O", "O", "O", "O", "N", "N", "C", "C", "C", "C", "C", "C", "C", "C", "C", "C", "C", "C", "C", "C", "C", "C", "C", "C", "C", "C", "C", "C", "C", "C", "C", "C", "H", "H", "H", "H", "H", "H", "H", "H", "H", "H", "H", "H", "H", "H", "H", "H", "H", "H", "H", "H", "H", "H", "H", "H", "H"], "coordinates": [[-0.9805, -0.3715, -0.6080], [-3.0199, -0.2223, -2.8653], [-1.3497, -0.8855, 1.1848], [-2.3175, -2.2361, -0.8131], [1.4523, -2.1141, -3.3089], [-0.1980, -1.1410, -2.1695], [-0.2210, -0.8085, 3.1105], [0.4747, 0.4873, -0.1417], [0.2970, -2.5413, 0.0062], [0.4776, 2.2492, 2.1023], [5.0279, 0.4085, -2.1400], [2.3991, 3.3339, 1.0728], [-5.1597, -0.5081, -1.1922], [0.9402, -1.9164, -2.2601], [2.6464, 0.6770, -2.0333], [-1.9635, 1.4763, -0.7487], [2.7479, 0.9738, -0.6657], [-3.9259, 1.0212, 0.8089], [3.7847, 0.4121, -2.7663], [1.4279, -2.4395, -0.9111], [1.3522, 4.2928, 3.0010], [-3.2784, 0.8593, -0.4269], [-1.9883, -3.4256, -0.0564], [1.5521, 1.2375, 0.1125], [0.5684, -2.3563, 1.4269], [1.4791, 2.2625, 1.1084], [-5.1637, 0.4499, 1.0271], [2.3282, 4.3398, 2.0107], [-0.3350, -1.2857, 2.0328], [0.4281, 3.2501, 3.0458], [-3.9221, 0.0768, -1.3872], [4.0094, 0.9889, -0.0469], [5.1395, 0.6892, -0.7836], [-0.5242, -3.7340, -0.2889], [-5.7819, -0.3035, 0.0292], [-2.6295, -4.2425, -0.3837], [1.6828, 0.7095, -2.5270], [3.0207, 5.1683, 1.9716], [3.7085, 0.2067, -3.8244], [-0.1987, -4.5949, 0.3031], [2.1563, -1.7164, -0.5356], [1.3059, 5.0788, 3.7429], [-2.2245, -3.1970, 0.9812], [-0.3186, 3.2223, 3.8263], [-0.3816, -3.9970, -1.3398], [-6.7551, -0.7375, 0.2107], [-2.5111, -2.4624, -1.7382], [-0.2228, 1.4278, 2.1602], [1.9482, -3.3858, -1.0799], [-1.6014, 2.1445, 0.0320], [0.4148, -3.2736, 2.0040], [5.9158, 0.1863, -2.7158], [3.1275, 3.3892, 0.2762], [4.0878, 1.1870, 1.0138], [1.6005, -2.0513, 1.6070], [-5.6668, 0.5962, 1.9722], [-3.4496, 1.6132, 1.5801], [6.1084, 0.6750, -0.3051], [-1.9005, 1.9556, -1.7269], [-5.6203, -1.0986, -1.9711]]}

***

{"formula": "C26H25CuN2OP", "method": "the ωB97M-V functional and the def2-TZVPD basis", "total_energy_ev": -86317.3807, "homo_ev": -11.2, "orbital_gap_ev": 8.203, "charge": 1, "e_lumo_ev": -3.025, "elements": ["Cu", "P", "O", "N", "N", "C", "C", "C", "C", "C", "C", "C", "C", "C", "C", "C", "C", "C", "C", "C", "C", "C", "C", "C", "C", "C", "C", "C", "C", "C", "C", "H", "H", "H", "H", "H", "H", "H", "H", "H", "H", "H", "H", "H", "H", "H", "H", "H", "H", "H", "H", "H", "H", "H", "H", "H"], "coordinates": [[-13.1021, 13.0835, -3.5806], [-15.0079, 13.6019, -4.6467], [-12.9649, 12.6235, -1.5336], [-6.8885, 11.3408, -2.2210], [-11.0500, 13.2430, -3.8048], [-7.7270, 11.8313, -2.8045], [-17.1087, 11.9791, -3.9161], [-13.2736, 14.8130, -8.6858], [-15.5996, 16.8412, -2.3045], [-17.1663, 10.5676, -6.2325], [-11.9035, 13.0360, 0.5966], [-8.7320, 12.6373, -3.4320], [-17.1479, 15.2386, -4.0339], [-8.2542, 13.7713, -4.1085], [-16.2924, 11.6627, -6.1288], [-17.7486, 16.2350, -3.3089], [-14.3236, 15.5433, -8.1974], [-10.1068, 12.5121, -3.1445], [-9.2203, 14.5463, -4.7539], [-12.7657, 13.6843, -7.9992], [-13.3837, 13.2864, -6.8222], [-18.0573, 11.0183, -4.0133], [-15.7718, 14.9780, -3.9265], [-18.0904, 10.3251, -5.2264], [-14.8577, 15.2176, -6.9702], [-15.0223, 15.8362, -3.0292], [-12.6859, 13.6789, -0.5706], [-16.9602, 17.0378, -2.4883], [-10.5616, 14.1686, -4.6257], [-14.4005, 14.0696, -6.2964], [-16.2212, 12.3491, -4.9274], [-13.9703, 15.5998, -2.8182], [-9.2128, 15.4043, -5.3559], [-15.5875, 11.8888, -6.9354], [-10.3711, 11.7541, -2.3789], [-15.7150, 15.7966, -6.5703], [-15.0902, 17.4294, -1.5356], [-11.0132, 12.4897, 0.1616], [-11.8918, 13.1358, -8.3121], [-11.2652, 14.7745, -5.1655], [-12.9943, 12.4468, -6.2349], [-18.7037, 10.7478, -3.2025], [-14.6446, 16.3717, -8.7440], [-17.7142, 14.6715, -4.7573], [-13.6584, 12.1282, -1.0683], [-7.1741, 13.9612, -4.1421], [-12.8140, 15.1051, -9.6182], [-18.8402, 16.3872, -3.2294], [-12.5890, 12.3023, 1.0950], [-18.8079, 9.4945, -5.4189], [-16.9955, 10.0812, -7.1592], [-17.4556, 17.7053, -1.7784], [-11.6899, 13.8196, 1.3345], [-12.0655, 14.4404, -1.0221], [-13.6442, 14.1658, -0.3510], [-16.9669, 12.4610, -2.8990]]}

***

{"formula": "C26H25F2FeN4O2", "method": "the ωB97M-V functional and the def2-TZVPD basis", "total_energy_ev": -77245.9369, "spin_multiplicity": 6, "homo_ev": [-8.1, -8.4], "orbital_gap_ev": [8.147, 7.553], "e_lumo_ev": [0.059, -0.868], "elements": ["Fe", "F", "F", "O", "O", "N", "N", "N", "N", "C", "C", "C", "C", "C", "C", "C", "C", "C", "C", "C", "C", "C", "C", "C", "C", "C", "C", "C", "C", "C", "C", "C", "C", "C", "C", "H", "H", "H", "H", "H", "H", "H", "H", "H", "H", "H", "H", "H", "H", "H", "H", "H", "H", "H", "H", "H", "H", "H", "H", "H"], "coordinates": [[-0.0047, 0.0276, 0.1183], [1.4927, 2.3547, 1.1448], [1.3903, 1.4616, -0.9014], [1.3497, -3.0398, 2.5169], [-2.9906, -1.0815, -2.5465], [-0.9354, -1.8908, 0.1506], [-1.4776, 0.4868, 1.7208], [-1.2580, 0.0189, -1.4697], [1.2084, -1.1104, 1.2352], [3.4798, -1.1429, -0.4700], [-2.1257, -1.0054, -1.6900], [0.8096, -2.3295, 1.6859], [-2.4877, -3.3961, -0.7627], [2.4353, -0.5945, 1.7618], [1.3136, -0.1537, 3.9785], [3.5445, -0.5570, 0.9136], [3.7056, 0.4404, 3.5059], [0.2031, -0.4164, -3.8740], [-0.9733, -4.0787, 0.9965], [4.7289, -0.0025, 1.3856], [-0.4353, -2.8044, 0.9621], [-1.8919, -2.1487, -0.7236], [4.8123, 0.4977, 2.6742], [-1.9743, 2.2366, -2.2312], [-2.0257, -4.3583, 0.1306], [0.6066, 2.0212, 0.1720], [-0.5009, 1.8934, -4.5662], [-2.3944, 0.8736, 2.2844], [-2.8524, 2.3959, -1.0206], [-1.2669, 1.0569, -2.4537], [-1.1812, 3.0813, -4.3495], [-3.5631, 1.3693, 2.9929], [-1.9167, 3.2455, -3.1878], [2.5052, -0.1042, 3.0661], [-0.5340, 0.8694, -3.6282], [0.7678, -0.7279, -2.9929], [-2.3257, 2.1435, -0.1003], [-3.7198, 1.7342, -1.0937], [1.5082, 0.4096, 4.8904], [2.6820, -0.7038, -1.0729], [3.7663, 0.8287, 4.5158], [-2.4648, -5.3477, 0.1254], [3.2954, -2.2188, -0.4291], [5.5931, 0.0305, 0.7329], [0.0722, 1.7547, -5.4753], [0.8992, -0.3084, -4.7045], [-0.5544, -4.8164, 1.6661], [-3.2647, -3.5940, -1.4872], [0.4300, 0.2684, 3.4952], [5.7377, 0.9316, 3.0308], [-4.2045, 1.9002, 2.2910], [4.4180, -0.9764, -0.9980], [-3.2491, 2.0483, 3.7833], [1.0790, -1.1850, 4.2481], [-3.2122, 3.4219, -0.9423], [0.1628, 2.9399, -0.2133], [-0.4954, -1.2221, -4.1132], [-4.1107, 0.5343, 3.4252], [-2.4660, 4.1642, -3.0178], [-1.1402, 3.8745, -5.0848]]}